# 1
Entry from OMol25: 2 unconnected molecules or ions with the total composition C4H8Br2ClN in a non-equilibrium geometry (ωB97M-V/def2-TZVPD).

```
16
Properties=species:S:1:pos:R:3:forces:R:3
C 1.660493 -0.331959 -0.006369 -4.5 -0.4 -0.9
C 1.073514 1.049456 -0.369376 3.5 1.8 -0.8
C 0.804012 -0.960536 1.085648 0.1 -1.5 -0.1
C -1.621943 -0.162160 -0.537445 0.4 0.0 0.8
N -2.730570 0.261007 -0.017441 0.0 0.9 2.3
Cl -1.974248 -0.854112 -2.068600 0.0 -0.3 -0.8
Br 1.636444 1.351209 -2.239282 -0.1 0.1 -0.6
Br 0.558030 0.100418 2.692970 0.0 0.2 0.0
H 2.694068 -0.513162 0.179648 0.8 0.9 0.0
H 1.347066 -0.979463 -0.879660 0.7 0.5 0.7
H 0.054177 1.392733 -0.386142 -0.3 -1.2 0.5
H 1.652896 1.891948 0.048298 -0.3 -0.6 0.5
H 1.441371 -1.807643 1.376698 -0.9 -0.1 0.4
H -0.242799 -1.246640 0.730987 1.9 0.4 0.6
H -3.527884 0.142731 -0.590197 -1.7 0.2 -0.1
H -2.824627 0.666171 0.980264 0.5 -0.9 -2.5
```
Forces are in eV/Å.

Total energy, eV: -158372.7314
Multiplicity: 1
Net charge: 0
Kohn-Sham gap, eV: 9.615
Energy above the lowest of the compared OMol25 structures with the same formula, charge and spin, kcal per mole: 49.3
LUMO energy, hartree: 0.020
HOMO level, eV: -9.077



# 2
Entry from OMol25: a molecular structure, C4H8Br2O in a non-equilibrium geometry (ωB97M-V/def2-TZVPD).

```
15
Properties=species:S:1:pos:R:3:forces:R:3
C 2.211116 -0.494619 -0.446568 -2.4 -1.3 0.7
C 0.745153 0.208277 1.494313 -2.1 -0.4 0.8
C -0.264781 -0.493193 -0.659877 0.2 1.4 0.9
C 0.812335 -0.271256 0.084761 0.7 -0.8 1.2
O -3.588514 -0.707946 -0.088793 0.1 1.0 1.1
Br -3.945755 0.945812 -0.827189 0.0 -0.8 -0.3
Br -3.670079 -2.244135 -0.985146 -0.2 -0.3 -0.8
H 1.967258 -1.421373 -0.947182 1.3 -0.2 -0.7
H 2.301777 0.326065 -1.069523 1.3 1.4 -1.7
H 2.964132 -0.597028 0.308999 0.3 0.0 0.2
H 1.172285 -0.432600 2.302903 0.6 0.6 -0.9
H -0.338445 0.185713 1.790781 0.8 0.6 -0.2
H 1.103186 1.247814 1.438838 0.1 -0.3 0.8
H -0.139326 -0.494315 -1.729902 -0.5 -0.7 -0.3
H -1.186934 -0.254673 -0.133444 -0.3 -0.3 -0.8
```
Forces are in eV/Å.

Total energy, eV: -146405.6941
Multiplicity: 1
Net charge: 0
Kohn-Sham gap, eV: 7.481
Energy above the lowest of the compared OMol25 structures with the same formula, charge and spin, kcal per mole: 83.3
LUMO energy, hartree: -0.059
HOMO level, eV: -9.097



# 3
Entry from OMol25: 2 unconnected molecules or ions with the total composition C4H8Br2O2 in a non-equilibrium geometry (ωB97M-V/def2-TZVPD).

```
16
Properties=species:S:1:pos:R:3:forces:R:3
C -0.389063 -0.905762 1.584664 0.4 1.0 0.2
C -0.249939 -0.542277 0.320051 -0.4 -0.1 -0.7
O -0.771988 -1.290008 -0.721180 -0.1 -0.2 1.1
C 0.451802 0.733335 -0.092934 -0.3 0.9 -0.5
C 0.886077 0.898614 -1.537902 -2.1 -0.3 -2.2
O 1.586918 1.017592 0.602074 0.7 0.1 0.6
Br -0.897622 2.295851 0.332667 0.3 -0.6 -0.2
H -0.240462 -0.177478 2.386822 0.2 -0.5 -0.2
H -0.721162 -1.888499 1.803195 -0.5 -0.6 0.4
H -1.424409 -1.893019 -0.281721 0.8 0.6 -0.8
H 1.845185 0.481864 -1.683167 0.9 -1.2 0.0
H 1.068155 1.901212 -1.855553 -0.1 1.2 0.7
H 0.189534 0.579704 -2.399924 0.7 -0.2 1.9
H 1.554158 0.908562 1.564307 -0.5 -0.2 -0.3
Br -3.882882 -0.110366 -0.140418 -0.8 1.3 0.5
H -4.476370 1.140608 0.407229 0.7 -1.3 -0.5
```
Forces are in eV/Å.

Total energy, eV: -148456.4194
Multiplicity: 1
Net charge: 0
Kohn-Sham gap, eV: 9.577
Energy above the lowest of the compared OMol25 structures with the same formula, charge and spin, kcal per mole: 46.9
SMILES: C=C(O)[C@](C)(O)Br.Br
LUMO energy, hartree: 0.012
HOMO level, eV: -9.260



# 4
Entry from OMol25: a molecular structure, C4H8BrN2O in a non-equilibrium geometry (ωB97M-V/def2-TZVPD).

```
16
Properties=species:S:1:pos:R:3:forces:R:3
C 0.539710 -0.477803 -0.556109 1.4 0.0 4.6
C 1.550224 -1.287695 -0.161079 -3.2 3.2 1.7
C 0.176459 0.295747 1.268210 3.4 -4.6 -5.7
C -0.933721 1.063276 1.585836 -2.6 -1.7 3.2
N 1.035740 -0.432435 1.882587 -0.5 2.2 1.8
N -0.974185 0.229836 -2.915405 1.7 0.7 -0.4
O 1.883965 -1.191839 1.205532 1.2 -1.5 -0.8
Br 1.610384 -0.193164 3.817738 -0.8 -0.4 -2.4
H 0.037831 -0.271712 -1.528095 -0.1 0.4 0.5
H 1.978299 -2.083671 -0.662696 1.3 -1.2 -0.8
H -1.748171 0.658431 0.942535 0.3 0.7 0.5
H -0.718884 2.075019 1.393675 -0.2 1.5 0.1
H -1.172780 0.735192 2.715276 0.1 1.5 -2.2
H -1.548369 0.812136 -2.377826 -1.2 0.5 0.6
H -1.246613 -0.729375 -2.999840 -0.2 0.1 -0.9
H -0.469889 0.798058 -3.610340 -0.7 -1.3 0.1
```
Forces are in eV/Å.

Total energy, eV: -79334.7342
Multiplicity: 1
Net charge: +1
Kohn-Sham gap, eV: 7.157
Energy above the lowest of the compared OMol25 structures with the same formula, charge and spin, kcal per mole: 112.6
LUMO energy, hartree: -0.228
HOMO level, eV: -13.370



# 5
Entry from OMol25: a molecular structure, C4H8BrN4 in a non-equilibrium geometry (ωB97M-V/def2-TZVPD).

```
17
Properties=species:S:1:pos:R:3:forces:R:3
C -0.906439 1.887703 0.904168 2.0 -0.8 -1.2
C -0.219493 0.153708 -0.738672 -2.5 1.5 2.7
C 2.161720 0.370327 0.092606 2.5 -0.9 -0.1
C -0.407709 -0.778629 -1.840532 0.4 -1.1 -1.9
N 0.366317 1.581788 0.884042 0.6 1.0 1.7
N 0.719363 0.564053 0.041835 -1.4 0.6 -1.0
N -1.656393 1.225296 0.070087 4.0 -4.0 -3.3
N -2.862486 0.988240 -0.345769 -0.2 1.7 0.1
Br -1.484325 -2.540524 -1.487795 0.9 2.0 0.0
H -1.173486 2.778383 1.401451 -0.7 0.6 0.9
H 2.716852 1.197954 -0.385951 -0.8 -0.1 0.2
H 2.436152 0.388573 1.153706 -0.2 0.0 -0.3
H 2.648907 -0.556365 -0.339518 -1.6 0.7 0.3
H 0.572245 -1.193916 -2.283519 -1.4 0.8 0.9
H -0.928505 -0.213091 -2.680157 0.4 -1.0 1.1
H -3.274267 0.216121 0.148689 -0.9 -0.2 -0.9
H -3.000941 1.434286 -1.262391 -1.1 -1.1 0.8
```
Forces are in eV/Å.

Total energy, eV: -80268.9951
Multiplicity: 1
Net charge: +1
Kohn-Sham gap, eV: 9.034
Energy above the lowest of the compared OMol25 structures with the same formula, charge and spin, kcal per mole: 65.5
LUMO energy, hartree: -0.182
HOMO level, eV: -13.991



# 6
Entry from OMol25: a single C4H8BrNO molecule in a non-equilibrium geometry (ωB97M-V/def2-TZVPD).

```
15
Properties=species:S:1:pos:R:3:forces:R:3
C -0.513339 1.059122 -1.052607 2.3 -0.4 -4.4
C 0.060839 -0.199099 -0.578751 -1.5 -2.5 3.0
C 1.423106 -0.163863 0.005858 1.4 -2.1 2.1
Br -0.179408 -1.770430 -1.919956 0.2 1.5 1.0
C -1.052196 -0.763129 0.842646 1.0 1.8 -3.2
N -1.007968 0.314747 1.724443 0.4 2.5 1.6
O 0.015631 0.540484 2.384157 -1.6 -1.3 -1.0
H -1.430089 0.776895 -1.587472 -0.2 1.2 0.6
H -0.354520 1.899076 -0.423472 -0.9 0.5 1.1
H 0.263680 1.352499 -1.892411 -1.6 -0.4 0.9
H 1.375759 0.235549 1.046913 0.0 0.9 -1.1
H 1.760520 -1.196310 0.439844 -0.4 1.3 -1.7
H 2.228548 0.300074 -0.595026 -0.6 -0.2 0.2
H -2.073960 -0.809686 0.397283 1.0 -0.6 0.6
H -0.516603 -1.575929 1.208551 0.5 -1.9 0.4
```
Forces are in eV/Å.

Total energy, eV: -77853.5039
Multiplicity: 1
Net charge: 0
Kohn-Sham gap, eV: 8.299
Energy above the lowest of the compared OMol25 structures with the same formula, charge and spin, kcal per mole: 103.8
SMILES: CC(C)(Br)CN=O
LUMO energy, hartree: -0.026
HOMO level, eV: -9.010